{
  "formula": "C31H68AsF9N9O11",
  "method": "ωB97M-V/def2-TZVPD",
  "species": ["As", "F", "F", "F", "F", "F", "F", "C", "C", "O", "N", "C", "H", "H", "H", "H", "H", "H", "H", "C", "C", "O", "N", "C", "H", "H", "H", "H", "H", "H", "H", "C", "C", "O", "N", "C", "H", "H", "H", "H", "H", "H", "H", "C", "C", "O", "N", "C", "H", "H", "H", "H", "H", "H", "H", "C", "C", "O", "N", "C", "H", "H", "H", "H", "H", "H", "H", "C", "C", "O", "N", "C", "H", "H", "H", "H", "H", "H", "H", "C", "C", "O", "N", "C", "H", "H", "H", "H", "H", "H", "H", "C", "C", "O", "N", "C", "H", "H", "H", "H", "H", "H", "H", "C", "C", "O", "N", "C", "H", "H", "H", "H", "H", "H", "H", "C", "C", "O", "C", "O", "C", "F", "F", "F", "H", "H", "H", "H", "H"],
  "positions_angstrom": [[-5.149, -4.125, -8.500], [-5.952, -5.232, -9.589], [-5.908, -2.765, -9.277], [-4.280, -3.026, -7.455], [-4.506, -5.539, -7.621], [-3.736, -4.116, -9.540], [-6.405, -4.201, -7.286], [-6.120, -11.940, -9.375], [-6.748, -10.662, -8.923], [-7.929, -10.633, -8.623], [-5.980, -9.549, -8.916], [-6.363, -8.292, -8.250], [-5.234, -11.864, -10.008], [-6.828, -12.499, -9.990], [-5.935, -12.587, -8.517], [-5.051, -9.614, -9.286], [-6.176, -8.363, -7.179], [-7.366, -7.917, -8.412], [-5.552, -7.680, -8.649], [-5.974, 3.187, -5.594], [-6.169, 1.889, -6.349], [-7.249, 1.295, -6.355], [-5.075, 1.427, -6.985], [-5.019, 0.151, -7.694], [-5.505, 3.908, -6.265], [-5.265, 3.028, -4.780], [-6.936, 3.498, -5.203], [-4.323, 2.086, -7.093], [-4.011, -0.250, -7.784], [-5.511, 0.221, -8.660], [-5.476, -0.582, -7.030], [-1.987, -2.265, -11.697], [-0.829, -1.718, -12.483], [-0.981, -0.732, -13.196], [0.376, -2.317, -12.339], [1.571, -1.830, -12.960], [-2.168, -1.462, -10.974], [-1.714, -3.133, -11.097], [-2.919, -2.326, -12.249], [0.420, -3.125, -11.742], [1.810, -2.340, -13.896], [2.480, -1.930, -12.360], [1.508, -0.759, -13.144], [-10.803, 1.226, -7.404], [-10.334, 0.245, -8.459], [-11.069, -0.592, -8.948], [-9.041, 0.414, -8.811], [-8.473, -0.425, -9.861], [-10.988, 2.236, -7.778], [-10.070, 1.319, -6.601], [-11.774, 0.911, -7.024], [-8.468, 0.951, -8.181], [-7.494, -0.023, -10.125], [-9.075, -0.328, -10.761], [-8.363, -1.443, -9.496], [-9.100, -4.492, -9.550], [-9.566, -5.849, -10.062], [-10.746, -6.163, -10.084], [-8.546, -6.629, -10.467], [-8.758, -7.944, -11.029], [-9.941, -3.810, -9.443], [-8.372, -4.057, -10.237], [-8.630, -4.590, -8.569], [-7.610, -6.316, -10.291], [-7.831, -8.507, -10.912], [-8.975, -7.876, -12.097], [-9.547, -8.511, -10.540], [-8.310, -6.065, -5.079], [-7.409, -7.235, -4.733], [-7.845, -8.262, -4.238], [-6.105, -7.028, -5.034], [-5.087, -7.999, -4.719], [-9.002, -5.842, -4.266], [-8.959, -6.259, -5.935], [-7.717, -5.163, -5.220], [-5.847, -6.205, -5.550], [-5.170, -8.978, -5.199], [-5.123, -8.257, -3.655], [-4.112, -7.545, -4.886], [-5.324, -6.685, -12.573], [-5.726, -7.304, -13.893], [-6.824, -7.824, -14.071], [-4.753, -7.370, -14.821], [-4.889, -8.116, -16.056], [-6.172, -6.085, -12.238], [-4.577, -5.917, -12.794], [-4.967, -7.344, -11.788], [-3.847, -6.989, -14.605], [-5.071, -7.387, -16.851], [-5.714, -8.819, -16.018], [-3.979, -8.657, -16.315], [-8.877, -2.002, -5.738], [-8.023, -1.826, -4.522], [-8.125, -2.662, -3.614], [-7.094, -0.862, -4.484], [-6.122, -0.783, -3.409], [-8.299, -1.824, -6.653], [-9.719, -1.314, -5.851], [-9.221, -3.027, -5.780], [-7.036, -0.232, -5.275], [-5.315, -1.510, -3.506], [-6.614, -1.013, -2.465], [-5.757, 0.243, -3.421], [-1.461, -4.613, -6.021], [-1.187, -6.100, -6.210], [-0.157, -6.645, -5.838], [-2.160, -6.774, -6.866], [-2.036, -8.152, -7.253], [-1.976, -4.482, -5.071], [-2.105, -4.231, -6.813], [-0.500, -4.110, -6.077], [-2.967, -6.258, -7.218], [-1.508, -8.741, -6.505], [-1.541, -8.304, -8.217], [-3.028, -8.608, -7.315], [-0.736, -5.736, -9.891], [-1.382, -6.301, -11.157], [-0.520, -5.990, -12.277], [-1.063, -5.902, -13.469], [-2.187, -6.204, -13.741], [-0.141, -5.326, -14.546], [-0.676, -4.193, -15.003], [1.081, -5.059, -14.085], [-0.051, -6.178, -15.568], [-0.512, -4.677, -10.024], [0.135, -6.283, -9.546], [-1.537, -5.752, -9.147], [-2.361, -5.849, -11.312], [-1.442, -7.387, -11.094]],
  "forces_ev_per_a": [[-0.14, 0.09, 0.79], [0.22, 0.37, 0.31], [0.31, -0.46, 0.01], [0.02, -0.24, -0.09], [0.15, 0.37, -0.49], [-0.51, -0.14, 0.08], [-0.11, 0.12, -0.66], [0.12, -0.98, -0.68], [-0.88, 0.32, -0.34], [0.16, 0.00, 0.37], [-0.63, -0.19, 0.30], [1.83, -0.58, -0.21], [0.22, 0.28, 0.37], [-0.24, 0.22, 0.13], [0.23, 0.17, 0.06], [0.09, -0.01, 0.11], [-0.26, -0.11, 0.05], [0.00, -0.20, -0.48], [-0.68, 1.02, 0.24], [0.29, -0.41, -0.27], [-0.22, -0.17, -0.12], [0.35, 0.21, -0.08], [0.41, 0.22, -0.10], [-0.26, -0.21, 0.77], [-0.29, 0.29, 0.09], [-0.11, -0.05, 0.10], [0.06, 0.27, -0.07], [0.15, -0.16, 0.07], [0.19, 0.56, -0.19], [-0.05, -0.29, -0.03], [-0.48, -0.11, -0.43], [0.57, 0.61, 0.98], [-0.51, 0.82, -1.05], [0.21, -0.31, 0.18], [-0.01, -0.45, 0.61], [0.99, 0.37, -0.44], [-0.12, -0.12, 0.13], [-0.42, -0.23, -0.26], [0.18, -0.42, -0.29], [0.11, -0.04, -0.06], [-0.29, 0.07, -0.12], [-0.37, -0.34, 0.46], [-0.40, -0.06, -0.17], [-0.47, 0.18, 0.37], [-0.23, 0.42, 0.29], [0.04, 0.02, -0.20], [-0.16, -0.14, -0.44], [0.44, 0.71, 0.47], [0.31, -0.10, -0.38], [-0.07, -0.08, 0.08], [0.20, -0.27, 0.16], [0.25, -0.09, -0.08], [0.08, -0.13, 0.16], [-0.23, -0.43, 0.10], [-0.08, -0.20, -0.41], [-0.17, 0.09, 0.07], [-0.16, 0.95, 0.48], [0.24, -0.26, -0.24], [-0.39, -0.52, 0.00], [0.43, -0.32, -0.31], [-0.09, -0.12, -0.09], [0.06, 0.02, 0.08], [0.09, -0.07, -0.06], [0.06, 0.11, -0.04], [-0.05, -0.04, -0.08], [-0.02, -0.06, 0.02], [-0.08, 0.28, 0.19], [-0.08, 0.37, 0.32], [-1.00, 0.31, -0.26], [0.51, -0.06, 0.09], [0.21, -0.43, 0.00], [0.27, -0.12, 0.91], [0.18, -0.25, 0.20], [0.33, -0.15, -0.19], [-0.12, 0.09, -0.30], [-0.03, 0.06, -0.03], [-0.14, 0.26, -0.52], [-0.12, 0.20, 0.02], [0.02, -0.14, -0.27], [-0.25, 1.79, -0.75], [-0.57, -1.59, 0.59], [0.27, 0.47, 0.05], [0.60, -0.33, -0.21], [-0.04, 0.72, -0.40], [-0.13, -0.41, 0.33], [0.32, -0.25, 0.29], [-0.13, -0.31, -0.18], [-0.05, 0.07, 0.07], [-0.14, -0.31, -0.25], [-0.12, 0.10, 0.22], [0.11, 0.04, 0.26], [0.18, 0.63, -1.31], [-0.27, -1.90, 1.02], [0.16, 0.72, -0.22], [0.19, 0.23, -0.34], [-0.57, 0.11, -0.20], [0.14, -0.07, 0.11], [-0.06, -0.04, 0.49], [-0.17, -0.05, 0.18], [-0.05, -0.07, 0.25], [0.12, 0.09, -0.23], [-0.05, 0.19, 0.05], [0.30, -0.10, 0.27], [0.02, -0.64, -0.35], [0.20, -0.01, -0.33], [-0.05, 0.16, 0.09], [-0.40, 0.18, -0.21], [-0.32, -0.67, 0.22], [0.21, 0.26, 0.09], [-0.10, 0.03, 0.05], [-0.06, 0.14, 0.37], [0.37, -0.19, 0.26], [0.23, 0.26, 0.03], [0.12, 0.16, -0.01], [-0.07, 0.19, -0.11], [-0.99, 0.14, -0.43], [0.48, 0.07, 0.73], [0.65, 0.52, -0.36], [-0.32, -0.30, 0.68], [-0.40, -0.08, -0.34], [0.11, 0.25, 0.00], [0.02, 0.08, 0.00], [0.10, -0.08, -0.12], [0.15, -0.10, 0.00], [0.21, -0.04, -0.05], [0.04, -0.04, -0.03], [0.31, -0.16, 0.21], [0.00, -0.14, -0.12], [-0.29, 0.02, -0.10]],
  "homo_energy_ev": -6.8683,
  "charge": -1,
  "orbital_gap_ha": 0.3147,
  "lumo_energy_ev": 1.69
}